# C17H23N3O2S

2 unconnected molecules or ions with the total composition C17H23N3O2S at a distorted geometry (the ωB97M-V functional and the def2-TZVPD basis, the OMol25 dataset).

Each line ends with the natural charge from an NBO analysis.
CARTESIAN COORDINATES (ANGSTROEM)
O: 1.297 2.032 2.965  -0.916
H: -0.468 3.190 -2.540  0.198
H: 0.355 1.869 -3.383  0.204
C: -3.584 0.436 1.649  -0.185
H: -5.696 0.116 1.655  0.220
C: -2.232 -1.540 1.649  -0.166
C: 3.327 -0.146 2.843  -0.159
C: -1.797 -0.009 -5.082  -0.406
C: -3.369 -2.319 1.652  -0.217
H: 2.877 0.188 -0.454  0.233
H: -0.977 0.484 -5.599  0.198
N: -1.722 1.678 -3.304  -0.307
H: -2.917 3.111 -2.323  0.209
C: 3.322 -0.146 0.468  -0.119
C: 2.753 0.244 1.657  -0.341
H: -1.755 -1.074 -5.313  0.198
H: -3.791 1.727 -2.991  0.198
H: -2.406 -0.246 -3.139  0.337
C: -4.615 -1.724 1.653  -0.175
C: 4.464 -0.931 2.842  -0.219
O: 1.294 2.041 0.352  -0.918
C: 6.262 -2.200 1.660  -0.632
H: -5.505 -2.336 1.656  0.218
H: 6.064 -3.144 2.172  0.224
H: 6.588 -2.432 0.644  0.217
N: -1.669 0.234 -3.662  -0.489
C: -0.463 2.115 -2.710  -0.411
H: -1.207 1.728 1.653  0.186
C: -4.720 -0.346 1.652  -0.219
C: 5.044 -1.339 1.652  0.008
H: 2.888 0.188 3.768  0.239
H: -0.299 1.604 -1.763  0.178
H: 4.906 -1.233 -0.467  0.212
C: -2.319 -0.153 1.647  -0.063
H: -3.284 -3.395 1.655  0.219
H: -2.729 0.404 -5.463  0.166
C: -1.104 0.650 1.649  0.174
H: -1.252 -1.986 1.650  0.232
C: 4.458 -0.932 0.463  -0.225
H: -2.822 1.532 -1.524  0.155
S: 1.278 1.291 1.656  2.188
H: -3.666 1.510 1.652  0.218
H: 7.088 -1.705 2.174  0.225
H: 4.919 -1.234 3.769  0.213
C: -2.878 2.036 -2.487  -0.425
N: 0.060 0.159 1.649  -0.675

The value obtained for the frontier orbital gap is 7.47 eV. For the energy above the lowest of the compared OMol25 structures with the same formula, charge and spin, the calculation gives 5.033 eV. Its SMILES is Cc1ccc(S(=O)(=O)/N=C/c2ccccc2)cc1.CNN(C)C.

=====

# C27H28F8N5O4S2

5 unconnected molecules or ions with the total composition C27H28F8N5O4S2 at a distorted geometry (the ωB97M-V functional and the def2-TZVPD basis, the OMol25 dataset).

Each line ends with the Löwdin charge.
CARTESIAN COORDINATES (ANGSTROEM)
C: -5.247 -1.680 5.423  -0.130
F: -6.787 -6.228 -3.070  -0.021
H: 8.987 3.250 -0.176  0.093
H: 7.956 5.669 2.920  0.109
H: -0.167 -2.940 -0.679  0.114
C: -6.736 -1.414 -1.861  -0.036
F: -5.871 -0.311 0.311  -0.015
N: 8.432 6.540 3.117  0.009
H: -4.803 -2.015 6.351  0.083
C: 8.971 7.380 2.178  -0.140
H: -1.393 -1.540 -0.254  0.125
C: -2.057 -0.794 -3.083  -0.239
C: 9.323 8.250 4.222  -0.125
N: 6.377 2.764 1.730  0.008
H: 3.809 -0.803 -3.341  0.107
C: -6.610 -0.702 3.924  -0.147
H: 9.452 3.579 2.478  0.097
C: 8.514 3.310 2.012  -0.135
H: 6.357 2.579 -0.398  0.096
H: -6.085 -0.494 -5.574  0.084
H: -7.035 -0.496 6.065  0.082
C: -6.411 -0.889 5.273  -0.132
C: 6.945 2.798 0.483  -0.128
C: -7.133 -0.674 -0.421  -0.213
S: -4.093 -5.659 -2.527  0.724
C: 8.637 7.065 4.366  -0.144
H: -6.521 -3.697 -1.032  0.125
H: 10.041 9.284 2.370  0.088
C: -1.183 -2.409 -1.012  -0.225
C: -6.605 -0.453 -3.183  0.002
H: -3.911 -2.519 3.829  0.111
C: 3.871 -0.568 -2.287  -0.139
C: 7.328 3.070 2.669  -0.153
F: -1.378 0.128 -4.062  -0.033
C: -6.438 -3.030 -1.998  0.086
H: -5.592 -3.217 -5.821  0.102
H: 3.180 -1.396 0.784  0.109
H: 8.280 6.551 5.249  0.103
H: 2.856 -2.279 -1.546  0.147
H: -7.376 -0.162 3.384  0.103
C: -0.888 -1.791 -2.511  -0.119
F: -5.310 -5.629 -4.977  -0.051
O: -1.939 -4.886 -0.053  -0.440
C: -6.193 -1.183 -4.618  -0.051
F: -7.928 -1.560 0.463  0.006
C: 8.271 3.138 0.628  -0.105
C: -4.771 -1.953 4.160  -0.133
H: 5.409 2.546 1.927  0.139
N: -5.610 -1.358 3.253  0.019
H: 4.537 0.954 0.562  0.065
N: -2.948 -4.343 -2.588  -0.349
F: -3.059 -1.580 -3.848  -0.004
S: -2.510 -3.765 -1.000  0.699
H: 7.080 3.091 3.722  0.109
H: -0.577 -2.646 -3.282  0.149
O: -3.388 -6.896 -3.199  -0.406
C: 3.537 -0.882 -0.099  -0.134
C: -5.664 -5.364 -3.546  -0.325
F: -7.863 0.607 -0.672  -0.014
C: 4.434 0.502 -1.628  -0.119
H: 8.909 7.144 1.124  0.106
H: 0.095 -1.124 -2.395  0.128
H: -5.507 -1.396 2.248  0.121
C: 9.534 8.450 2.837  -0.124
O: -3.729 -3.151 -0.211  -0.467
N: 3.332 -1.408 -1.348  0.004
C: -6.006 -3.762 -3.415  -0.067
O: -4.525 -6.090 -1.105  -0.387
H: 4.941 1.336 -2.095  0.084
H: -6.794 0.722 -3.124  0.107
H: 9.637 8.902 5.027  0.087
C: -5.895 -2.815 -4.759  0.016
C: 4.223 0.303 -0.243  -0.116
F: -2.719 0.038 -2.051  0.016

The value obtained for the frontier orbital gap is 7.53 eV. The net charge is -1.

=====

# C23H27N3O4S

C23H27N3O4S in the gas phase at a distorted geometry (the ωB97M-V functional and the def2-TZVPD basis, the OMol25 dataset).

Each line ends with the natural charge from an NBO analysis.
CARTESIAN COORDINATES (ANGSTROEM)
H: 0.936 -7.632 1.177  0.238
H: -0.924 0.275 4.193  0.211
H: -0.534 2.487 3.402  0.209
C: 0.976 -5.531 1.385  0.151
N: -1.359 0.874 -1.411  -0.450
H: -3.080 4.912 -3.215  0.178
S: 2.299 1.194 0.510  2.326
C: 1.516 2.518 4.079  -0.593
C: 1.450 -6.780 0.742  -0.641
C: -2.192 1.033 -2.515  0.104
H: -1.790 2.713 -0.536  0.232
C: -3.717 -0.045 -4.073  -0.222
C: 1.383 -4.202 1.109  -0.346
N: 1.365 1.501 -0.824  -0.681
H: 0.336 3.038 -1.744  0.218
H: 1.047 0.790 -2.734  0.205
H: -2.695 -1.041 -2.495  0.212
H: -4.205 -0.945 -4.415  0.214
H: -0.355 -0.646 -0.414  0.195
C: -2.030 4.617 -3.309  -0.250
H: 1.256 -6.747 -0.329  0.226
C: 0.645 -3.438 1.979  0.312
C: -2.854 -0.098 -2.997  -0.225
C: 0.454 2.226 3.014  -0.439
H: 2.504 2.359 3.654  0.225
C: 0.585 -2.009 2.210  -0.112
H: 2.107 -3.881 0.391  0.232
C: -0.359 -0.171 -1.403  -0.217
O: -0.139 -4.256 2.709  -0.274
H: 2.027 -1.490 0.692  0.243
C: -1.030 1.937 -0.489  -0.226
H: 0.657 3.246 -0.009  0.228
N: 0.074 -5.536 2.334  -0.129
H: 0.670 2.840 2.143  0.231
H: 1.814 -0.342 -1.596  0.233
O: 2.653 2.465 1.069  -0.942
C: 0.482 0.771 2.663  -0.017
H: -1.746 4.617 -4.366  0.178
H: 2.523 -6.891 0.889  0.227
C: 1.034 0.410 -1.705  -0.245
H: -0.597 -0.923 -2.154  0.218
H: -0.857 -2.149 3.788  0.233
H: -4.638 1.230 -5.530  0.213
C: -0.286 -0.120 3.416  -0.153
C: 1.291 0.233 1.669  -0.263
H: -1.408 5.332 -2.772  0.200
C: -3.334 2.308 -4.228  -0.294
H: 1.388 1.867 4.941  0.201
C: -0.251 -1.481 3.196  -0.175
H: -3.530 3.244 -4.726  0.216
C: -2.449 2.263 -3.160  0.320
O: 3.351 0.324 0.071  -0.945
C: -3.962 1.165 -4.692  -0.227
C: 1.353 -1.130 1.452  -0.184
H: -1.034 1.500 0.519  0.190
C: 0.356 2.531 -0.774  -0.247
H: 1.442 3.552 4.404  0.212
O: -1.781 3.375 -2.701  -0.535

The value obtained for the frontier orbital gap is 7.76 eV. For the energy above the lowest of the compared OMol25 structures with the same formula, charge and spin, the calculation gives 4.208 eV. Its SMILES is CCc1ccc(-c2cc(C)no2)cc1S(=O)(=O)N1CCN(c2ccccc2OC)CC1.

=====

# C19H14ClNO10

3 unconnected molecules or ions with the total composition C19H14ClNO10 at a distorted geometry (the ωB97M-V functional and the def2-TZVPD basis, the OMol25 dataset).

Each line ends with the natural charge from an NBO analysis.
CARTESIAN COORDINATES (ANGSTROEM)
H: -2.270 2.842 2.642  0.261
C: -5.466 -0.709 -0.344  0.455
O: -7.482 -1.772 -1.204  -0.654
O: 4.815 -4.109 -1.683  -0.629
O: -6.012 -0.556 0.735  -0.529
H: 4.416 -1.539 -1.311  0.247
O: 4.320 -5.591 0.543  -0.515
O: 3.228 -1.825 3.138  -0.632
Cl: -1.688 5.769 2.009  0.028
C: -0.836 1.613 1.132  0.530
H: 3.176 -0.873 2.929  0.502
H: 2.666 4.742 1.118  0.348
O: -2.251 -0.061 -2.046  -0.636
C: -4.285 -1.075 -2.921  0.473
C: 4.173 -4.387 0.649  0.470
C: 1.104 2.986 0.195  -0.048
H: 3.612 -4.398 2.761  0.249
H: -2.088 -0.291 -2.981  0.501
C: -6.212 -1.357 -1.460  0.368
C: -4.087 -0.280 -0.595  -0.368
C: -1.042 4.193 1.381  -0.068
O: -3.751 -1.198 -4.010  -0.530
H: 2.648 3.925 -1.241  0.231
N: 3.300 3.964 0.846  -0.789
C: 0.100 4.213 0.252  0.490
C: 0.673 1.698 0.611  -0.278
C: 3.767 -3.752 1.907  -0.357
C: -3.530 -0.451 -1.796  0.298
H: 4.861 -5.063 -1.476  0.506
O: 3.638 -0.351 0.887  -0.557
O: -1.532 0.566 1.037  -0.522
C: 4.415 -3.509 -0.531  0.312
C: -1.480 2.916 1.823  -0.276
H: -6.187 -1.992 -3.481  0.243
H: -3.551 0.173 0.229  0.268
O: 0.182 5.169 -0.546  -0.486
C: -5.657 -1.525 -2.662  -0.394
C: 3.602 -2.430 1.978  0.297
C: 3.817 -1.554 0.790  0.483
H: 3.148 2.266 -0.457  0.223
C: 4.246 -2.186 -0.461  -0.372
H: 1.355 0.783 0.575  0.263
H: -7.648 -1.537 -0.271  0.502
H: 3.177 3.285 1.624  0.348
C: 2.615 3.266 -0.317  -0.256

The value obtained for the frontier orbital gap is 7.69 eV. Its SMILES is NCC1=CC(=O)C=C(Cl)C1=O.O=C1C=C(O)C(=O)C=C1O.O=C1C=C(O)C(=O)C=C1O.

=====

# C20H16N4O5S2

C20H16N4O5S2 in the gas phase at a distorted geometry (the ωB97M-V functional and the def2-TZVPD basis, the OMol25 dataset).

Each line ends with the natural charge from an NBO analysis.
CARTESIAN COORDINATES (ANGSTROEM)
C: 0.393 -1.408 -2.229  0.667
C: 0.939 -1.729 3.306  0.079
C: 0.430 2.768 -0.446  -0.261
C: 0.469 5.953 1.152  0.234
C: 2.034 1.721 1.051  -0.151
C: -2.006 -3.508 -2.973  -0.509
O: 1.052 -2.289 -1.723  -0.583
N: 1.198 -0.789 4.192  -0.415
O: 0.712 -3.587 1.154  -0.604
C: -0.749 -2.985 -3.699  -0.219
H: -1.224 -0.104 1.272  0.218
O: -2.740 -1.832 -1.406  -0.637
C: 1.088 0.378 -0.733  -0.104
C: 0.058 -1.563 2.235  -0.192
C: 0.576 3.908 0.295  0.297
C: 0.590 0.378 4.062  0.048
C: 1.179 1.639 -0.056  -0.112
H: 1.690 -0.422 -0.314  0.245
C: -2.091 -2.843 -1.615  0.660
N: -1.247 -2.661 0.550  -0.455
H: -2.897 -3.220 -3.532  0.254
H: -1.963 -4.592 -2.883  0.233
C: 1.434 3.973 1.401  0.252
H: -0.758 1.634 2.956  0.226
H: -0.236 2.744 -1.291  0.228
H: 0.987 6.816 0.706  0.163
C: -0.296 0.663 3.033  -0.256
N: -1.378 -3.418 -0.616  -0.441
S: -2.213 -0.578 -4.994  -0.043
H: -0.892 -3.007 -4.780  0.243
H: -0.604 -4.061 -0.751  0.436
H: 1.453 -2.672 3.434  0.217
C: 0.358 -0.006 -1.805  -0.327
C: -1.163 -0.551 -3.752  -0.075
H: 0.833 1.119 4.812  0.196
H: 2.601 0.848 1.337  0.225
H: -1.879 -1.865 0.525  0.425
N: -0.464 -1.623 -3.291  -0.480
S: -0.746 0.887 -2.825  0.391
O: 1.378 5.216 1.946  -0.468
O: -0.034 5.119 0.131  -0.484
H: 0.132 -3.570 -3.422  0.240
C: -0.093 -2.687 1.270  0.652
C: 2.177 2.882 1.795  -0.268
C: -0.563 -0.323 2.098  -0.145
H: 2.836 2.933 2.644  0.237
H: -0.361 6.312 1.780  0.163

The value obtained for the frontier orbital gap is 7.18 eV. Its SMILES is O=C(CCN1C(=O)/C(=C/c2ccc3c(c2)OCO3)SC1=S)NNC(=O)c1cccnc1.

=====

# C4H15NSi2

2 unconnected molecules or ions with the total composition C4H15NSi2 (the ωB97M-V functional and the def2-TZVPD basis, the OMol25 dataset).

Each line ends with the natural charge from an NBO analysis.
CARTESIAN COORDINATES (ANGSTROEM)
H: -4.473 -0.984 -0.945  -0.173
C: 0.925 0.786 -1.332  -0.608
H: 0.624 -2.372 -1.222  0.390
H: -0.132 1.940 0.951  0.211
Si: -0.188 -1.008 0.578  1.164
H: 2.682 -1.065 -0.297  0.207
N: 0.224 -2.447 -0.297  -1.283
H: -0.408 -3.231 -0.251  0.395
C: 1.087 0.348 0.124  -0.460
H: 2.661 -0.485 1.362  0.211
H: -4.408 1.445 -0.641  -0.173
H: 1.659 1.551 -1.586  0.206
Si: -4.610 0.140 -0.037  0.500
H: 1.574 2.356 0.778  0.205
H: 3.243 0.565 0.073  0.203
H: -0.069 1.191 -1.506  0.212
H: -5.775 0.072 0.827  -0.173
H: 1.054 1.284 2.076  0.210
H: 1.072 -0.052 -2.010  0.198
C: 2.504 -0.193 0.327  -0.611
H: -0.128 -1.395 1.991  -0.217
C: 0.882 1.555 1.037  -0.613

The value obtained for the frontier orbital gap (spin up / spin down) is 7.45 / 6.26 eV. For the energy above the lowest of the compared OMol25 structures with the same formula, charge and spin, the calculation gives 4.307 eV.

=====

What is the formula in the first record? C17H23N3O2S